Molecular formula: C4H14N2O
Method: DFT, ωB97M-V/def2-TZVPD

Structure (XYZ):
```
21
Properties=species:S:1:pos:R:3:forces:R:3
C 0.541669 -2.290297 -0.707119 -1.5 -0.9 -0.3
N -0.375618 -1.197441 -1.144289 0.4 1.2 1.5
C -1.749994 -0.772207 -0.749831 -1.1 -2.8 -2.4
C 0.493216 -0.084771 -0.956911 5.7 0.2 -0.9
C 0.153987 1.301456 -0.756689 -1.7 3.8 0.1
N 0.805967 2.088530 0.326308 -0.1 0.1 2.3
H 0.029207 -3.012204 -0.088916 -0.2 -0.5 0.0
H 1.033442 -2.768899 -1.555181 -0.5 -0.2 -0.3
H 1.389820 -1.903621 -0.170630 0.0 0.1 0.7
H -1.963580 -0.618111 0.339811 -0.1 -0.1 -1.0
H -2.501421 -1.443295 -1.384707 1.2 0.5 2.3
H -1.955476 0.076646 -1.421869 0.3 0.3 1.1
H 1.366339 -0.140660 -0.105742 -1.9 -0.7 -1.6
H 1.118999 -0.056601 -1.930766 -0.3 -0.3 1.5
H 0.546638 1.837306 -1.576254 0.4 0.6 -1.4
H -0.905562 1.510602 -0.894319 -0.3 0.0 0.7
H 0.457796 3.088428 0.362310 0.5 -1.9 0.0
H 0.848558 1.675570 1.320723 -0.7 0.7 -2.3
O 0.206497 0.548292 3.290096 -3.5 2.5 4.6
H 0.868048 1.128736 3.647677 2.1 0.2 -0.6
H -0.408534 1.032541 4.156303 1.4 -2.8 -4.0
```
Positions in Å, forces in eV/Å.

Results
Charge   0
E_LUMO   0.33 eV
SMILES   CN(C)CCN.O
Relative energy (zero: lowest compared OMol25 entry of this formula, charge and spin)   125.6 kcal/mol
Strongest force on any atom   6.3 eV/A